Entry 1:
{
  "formula": "C58H40CuF5N6OP4Se4",
  "method": "the ωB97M-V functional and the def2-TZVPD basis",
  "species": ["Cu", "Se", "P", "C", "C", "C", "C", "C", "C", "C", "C", "C", "C", "C", "C", "C", "C", "N", "N", "N", "P", "Se", "C", "C", "C", "C", "C", "C", "C", "C", "C", "C", "C", "C", "H", "H", "H", "H", "H", "H", "H", "H", "H", "H", "H", "H", "H", "H", "H", "H", "H", "H", "H", "H", "Se", "P", "C", "C", "C", "C", "C", "C", "C", "C", "C", "C", "C", "C", "C", "C", "N", "N", "N", "P", "Se", "C", "C", "C", "C", "C", "C", "C", "C", "C", "C", "C", "C", "H", "H", "H", "H", "H", "H", "H", "H", "H", "H", "H", "H", "H", "H", "H", "H", "H", "H", "H", "H", "F", "C", "C", "F", "C", "F", "C", "O", "C", "F", "C", "F"],
  "xyz": [[0.602645, -0.208537, 0.519307], [5.166496, -1.510617, -5.446331], [3.827287, -2.430414, -4.114723], [4.589317, -3.842391, -3.236118], [3.828558, -4.690318, -2.427609], [4.412144, -5.788838, -1.825360], [5.766946, -6.050569, -2.016117], [6.524559, -5.211271, -2.812949], [5.933833, -4.109345, -3.427038], [2.477708, -3.252378, -5.030211], [2.475289, -4.626132, -5.266725], [1.476630, -5.199633, -6.042471], [0.474688, -4.411794, -6.591699], [0.484663, -3.040928, -6.378228], [1.487466, -2.472945, -5.609713], [3.097828, -1.457835, -2.727067], [2.190758, -0.417945, -2.375220], [2.079735, -0.480985, -1.015278], [2.908408, -1.414552, -0.574082], [3.515079, -2.000946, -1.554725], [1.311641, 0.860628, -3.358082], [1.063002, 2.852300, -2.705523], [-0.299864, 0.099627, -3.722684], [-1.180343, 0.751135, -4.585181], [-2.443213, 0.227399, -4.818898], [-2.846984, -0.932344, -4.167875], [-1.986209, -1.563477, -3.283427], [-0.715389, -1.053120, -3.063846], [2.302357, 1.062220, -4.874113], [3.589040, 1.566794, -4.683781], [4.333884, 2.002076, -5.763737], [3.809076, 1.929205, -7.047477], [2.538058, 1.415583, -7.244755], [1.782759, 0.989843, -6.160527], [2.779582, -4.481105, -2.260137], [3.815782, -6.436085, -1.194385], [6.225432, -6.908433, -1.538272], [7.578756, -5.407500, -2.963136], [6.514204, -3.449055, -4.059969], [3.256277, -5.252257, -4.857784], [1.484199, -6.268943, -6.216565], [-0.308188, -4.864757, -7.188993], [-0.287880, -2.410322, -6.801971], [1.511034, -1.409449, -5.470914], [-0.889346, 1.693355, -5.034015], [-3.122106, 0.739478, -5.490286], [-3.839202, -1.332401, -4.339110], [-2.303323, -2.454386, -2.754607], [-0.049442, -1.550191, -2.370941], [3.993235, 1.644685, -3.682636], [5.332822, 2.388489, -5.603963], [4.396732, 2.262908, -7.894308], [2.126396, 1.345489, -8.244581], [0.782999, 0.608877, -6.330545], [-1.484208, -1.117761, 7.190083], [-2.616325, -0.384119, 5.574954], [-3.484413, 1.175934, 5.908696], [-4.298181, 1.772370, 4.941892], [-4.960314, 2.953266, 5.225542], [-4.811583, 3.551458, 6.472754], [-4.004219, 2.964435, 7.432449], [-3.339757, 1.775222, 7.150869], [-3.933986, -1.555357, 5.111453], [-5.290782, -1.269378, 5.230028], [-6.235885, -2.233092, 4.898204], [-5.836700, -3.482551, 4.447679], [-4.483600, -3.780975, 4.348260], [-3.544385, -2.823875, 4.691557], [-1.690229, -0.038234, 4.052055], [-0.831502, -0.718943, 3.186146], [-0.512928, 0.163420, 2.205077], [-1.095965, 1.316733, 2.466619], [-1.798134, 1.222775, 3.566692], [-0.126230, -2.343036, 2.986380], [1.586117, -2.152555, 1.676941], [-1.392836, -3.376863, 2.215709], [-1.206289, -4.752966, 2.090063], [-2.127499, -5.514683, 1.387973], [-3.220968, -4.903703, 0.785479], [-3.389986, -3.530149, 0.881428], [-2.479818, -2.765512, 1.596298], [0.344763, -3.012144, 4.592003], [1.378745, -2.340376, 5.244290], [1.829797, -2.792514, 6.470606], [1.259838, -3.920088, 7.047948], [0.237957, -4.593691, 6.398431], [-0.220140, -4.142594, 5.169460], [-4.397918, 1.324235, 3.961984], [-5.577859, 3.418054, 4.467115], [-5.322736, 4.481993, 6.688814], [-3.882240, 3.431113, 8.401914], [-2.702354, 1.305049, 7.890028], [-5.615265, -0.300260, 5.583293], [-7.289732, -2.001763, 4.991214], [-6.578582, -4.226065, 4.181654], [-4.158350, -4.755625, 4.002404], [-2.491906, -3.066770, 4.660198], [-0.328033, -5.225264, 2.515298], [-1.981525, -6.583413, 1.294574], [-3.935245, -5.499812, 0.230383], [-4.230332, -3.046787, 0.399848], [-2.618337, -1.693601, 1.670744], [1.823832, -1.464379, 4.788513], [2.621457, -2.258994, 6.980461], [1.610265, -4.270478, 8.011353], [-0.214582, -5.466551, 6.851385], [-1.031607, -4.666778, 4.680477], [-4.370257, 4.388906, 0.128851], [-3.405466, 3.476882, -0.074947], [-3.711244, 2.247346, -0.619656], [-4.981851, 1.961017, -0.946806], [-2.712068, 1.316170, -0.827722], [-3.052163, 0.119576, -1.335459], [-1.377453, 1.565271, -0.506766], [-0.437200, 0.668132, -0.746701], [-1.108289, 2.815856, 0.054279], [0.123037, 3.075870, 0.498119], [-2.095102, 3.752814, 0.266736], [-1.798074, 4.928400, 0.833473]],
  "atomic_forces_ev_per_a": [[0.352, -0.062, 0.008], [-0.051, 0.165, -0.028], [-0.103, 0.007, 0.109], [0.023, -0.019, 0.028], [0.022, -0.017, 0.011], [-0.004, 0.035, -0.020], [0.001, 0.002, -0.007], [-0.017, 0.005, -0.001], [0.015, -0.018, 0.017], [-0.014, -0.007, 0.039], [0.009, -0.012, -0.023], [0.013, 0.025, 0.008], [-0.021, -0.015, -0.011], [-0.010, -0.009, 0.022], [-0.127, -0.069, 0.002], [-0.068, 0.166, 0.304], [0.070, -0.256, -0.095], [-0.025, 0.151, -0.187], [0.068, 0.036, -0.025], [-0.002, 0.063, -0.026], [-0.159, -0.076, 0.055], [0.155, -0.030, 0.267], [0.088, -0.111, -0.116], [-0.049, 0.043, 0.072], [-0.012, -0.021, 0.025], [0.054, -0.010, -0.077], [0.104, -0.098, -0.163], [0.061, -0.153, -0.223], [0.045, -0.135, 0.048], [-0.020, 0.027, -0.088], [0.008, -0.031, 0.005], [0.043, -0.010, 0.006], [-0.006, -0.033, -0.026], [-0.040, -0.095, -0.008], [0.012, -0.002, -0.002], [0.003, 0.008, -0.009], [-0.009, 0.019, -0.008], [-0.002, 0.004, -0.001], [-0.005, -0.018, 0.012], [-0.032, 0.001, -0.012], [0.006, 0.021, 0.003], [0.028, 0.014, 0.018], [0.013, -0.014, 0.009], [-0.052, 0.286, 0.058], [0.004, -0.012, -0.013], [0.017, -0.009, 0.015], [0.008, 0.020, 0.016], [0.004, 0.031, 0.007], [-0.022, 0.005, -0.016], [0.007, -0.007, 0.013], [-0.022, -0.017, -0.004], [-0.015, 0.002, 0.020], [0.007, 0.009, 0.027], [0.009, -0.006, 0.028], [0.034, -0.012, -0.038], [-0.004, -0.013, -0.030], [0.003, 0.033, -0.041], [0.019, 0.010, 0.006], [0.014, -0.015, -0.002], [-0.003, -0.001, 0.000], [0.014, -0.023, -0.003], [-0.029, 0.011, 0.016], [-0.021, -0.042, 0.009], [0.003, -0.011, -0.050], [0.018, 0.013, -0.004], [0.004, -0.012, -0.005], [0.009, 0.015, 0.018], [-0.026, 0.001, 0.043], [0.058, 0.215, -0.036], [-0.152, -0.065, 0.005], [0.137, 0.006, -0.007], [-0.041, -0.085, 0.105], [0.044, -0.062, -0.125], [-0.040, 0.047, 0.015], [-0.040, -0.023, -0.010], [0.006, 0.035, -0.064], [0.016, -0.011, -0.047], [0.009, 0.020, 0.012], [-0.005, 0.019, 0.007], [-0.008, -0.027, -0.025], [-0.020, -0.052, 0.019], [0.065, 0.002, -0.016], [-0.006, -0.050, 0.028], [-0.005, -0.002, 0.002], [0.012, 0.012, 0.016], [-0.006, -0.002, 0.001], [-0.071, -0.005, 0.027], [0.006, 0.015, 0.015], [0.013, -0.014, 0.016], [0.009, -0.019, -0.003], [0.000, -0.009, -0.012], [-0.008, 0.013, -0.009], [-0.011, -0.021, -0.003], [0.015, 0.003, 0.003], [0.019, 0.018, 0.007], [-0.007, 0.027, 0.006], [-0.026, 0.002, 0.001], [-0.030, 0.012, -0.007], [0.001, 0.010, 0.002], [0.021, 0.015, 0.009], [0.011, 0.001, 0.007], [-0.001, -0.012, -0.008], [0.003, -0.002, -0.010], [-0.012, -0.010, -0.006], [-0.007, 0.012, -0.028], [0.006, 0.012, -0.006], [0.048, 0.001, 0.007], [-0.041, 0.038, 0.005], [-0.038, 0.016, -0.011], [0.008, 0.003, -0.011], [-0.068, -0.031, -0.029], [-0.001, 0.026, 0.013], [-0.109, 0.003, 0.117], [0.248, -0.281, -0.228], [-0.568, 0.314, 0.206], [0.129, 0.044, 0.137], [0.005, 0.048, -0.108], [0.026, 0.012, 0.006], [0.012, 0.052, 0.028]],
  "total_charge": -1,
  "energy_ev": -428554.4075,
  "homo_energy_ev": [-5.1750, -5.1721],
  "lumo_ev": [1.9, 1.2],
  "orbital_gap_ha": [0.261, 0.236],
  "max_force_ha_per_bohr": 0.013,
  "multiplicity": 2
}

---

Entry 2:
{
  "formula": "C58H41BiBrCl2N4O4",
  "method": "the ωB97M-V functional and the def2-TZVPD basis",
  "species": ["Bi", "O", "C", "C", "C", "C", "C", "C", "C", "C", "C", "O", "C", "C", "C", "C", "C", "C", "C", "C", "C", "C", "C", "C", "N", "C", "C", "C", "C", "C", "C", "C", "C", "C", "C", "C", "C", "H", "H", "H", "H", "H", "H", "H", "H", "H", "H", "H", "H", "H", "H", "H", "H", "H", "H", "H", "H", "H", "H", "H", "H", "H", "H", "H", "Br", "C", "C", "C", "C", "O", "C", "C", "N", "C", "C", "C", "C", "C", "C", "C", "C", "N", "C", "C", "H", "H", "H", "H", "H", "H", "H", "H", "H", "H", "Cl", "C", "C", "C", "Cl", "C", "C", "C", "C", "N", "C", "C", "O", "H", "H", "H", "H"],
  "xyz": [[0.206897, -0.299849, -0.041161], [1.769310, 0.997220, 0.835284], [1.539306, 2.352860, 0.784809], [0.025870, 2.726858, 0.695366], [-0.795539, 2.154358, 1.790947], [-1.501205, 2.988021, 2.656724], [-2.332796, 2.413474, 3.599582], [-2.337358, 1.035140, 3.731384], [-1.499298, 0.265600, 2.921529], [-1.259179, -1.169029, 3.299659], [-0.795411, -2.187691, 2.225028], [0.287696, -1.726663, 1.492255], [-0.305079, -3.423753, 2.986388], [1.046647, -3.733234, 2.986873], [1.492699, -4.911708, 3.557988], [0.586105, -5.783188, 4.139644], [-0.761351, -5.459346, 4.173989], [-1.206778, -4.283810, 3.598021], [-1.924099, -2.688571, 1.335483], [-3.164556, -2.081971, 1.246065], [-4.155754, -2.618617, 0.440321], [-3.922054, -3.785905, -0.262104], [-2.687107, -4.406841, -0.168622], [-1.691315, -3.850714, 0.607357], [-0.816862, 0.832904, 1.936481], [2.268984, 2.986715, -0.405714], [1.783533, 4.053862, -1.152627], [2.537574, 4.604485, -2.175425], [3.787765, 4.096471, -2.474852], [4.275475, 3.023773, -1.747405], [3.524042, 2.479659, -0.721744], [2.075992, 3.009044, 2.058932], [2.335562, 4.371624, 2.116245], [2.824204, 4.939499, 3.279107], [3.050823, 4.151181, 4.395129], [2.782136, 2.793047, 4.345469], [2.297837, 2.224668, 3.181185], [-0.078817, 3.810333, 0.725829], [-0.310845, 2.341679, -0.265977], [-1.408714, 4.061200, 2.576893], [-2.954768, 3.034065, 4.232094], [-2.946923, 0.559284, 4.485667], [-0.441935, -1.128434, 4.030134], [-2.132975, -1.568758, 3.821159], [1.720598, -3.042897, 2.503931], [2.546184, -5.157704, 3.530036], [0.923627, -6.715772, 4.571181], [-1.475836, -6.132933, 4.629432], [-2.262742, -4.048580, 3.590369], [-3.358008, -1.184644, 1.808358], [-5.121267, -2.133779, 0.377815], [-4.700228, -4.223924, -0.871999], [-2.492948, -5.325456, -0.702974], [-0.721497, -4.322647, 0.665108], [0.803787, 4.469229, -0.972292], [2.139970, 5.432795, -2.747433], [4.367006, 4.524788, -3.282335], [5.250618, 2.616719, -1.980902], [3.884142, 1.632968, -0.158106], [2.174210, 4.987502, 1.242484], [3.041201, 5.999393, 3.309949], [3.442548, 4.597104, 5.299355], [2.964116, 2.175428, 5.215086], [2.100788, 1.166713, 3.097664], [-4.930746, 5.390596, 0.991730], [-4.254771, 3.693290, 0.417863], [-4.650461, 2.540616, 1.090656], [-4.087688, 1.348434, 0.738958], [-3.045400, 1.216850, -0.239863], [-2.474649, 0.116736, -0.449145], [-2.779147, 2.419153, -0.996933], [-1.941718, 2.444381, -2.166513], [-0.872990, 1.765304, -2.352597], [-0.030459, 2.006819, -3.407592], [0.158133, 3.288009, -3.909987], [1.064233, 3.562926, -4.933143], [1.880504, 2.582760, -5.422083], [1.786412, 1.279342, -4.904175], [2.675000, 0.258257, -5.298311], [2.499419, -1.008355, -4.817954], [1.408036, -1.240760, -3.965600], [0.604815, -0.309892, -3.531128], [0.790486, 0.956683, -3.936926], [-3.392576, 3.625263, -0.646418], [-5.401344, 2.599851, 1.868291], [-4.417474, 0.454709, 1.242093], [-2.303266, 3.133726, -2.948147], [-0.395834, 4.111407, -3.482523], [1.124386, 4.567968, -5.325655], [2.622677, 2.792903, -6.178156], [3.483331, 0.495411, -5.978349], [3.167688, -1.813560, -5.084898], [1.198702, -2.247671, -3.633431], [-3.146786, 4.526814, -1.195563], [4.076046, -3.753543, 0.280854], [2.657757, -3.974557, -0.678127], [2.439490, -5.222530, -1.253271], [1.338764, -5.445180, -2.044950], [1.148743, -6.986397, -2.817322], [0.362371, -4.448883, -2.202836], [-0.813109, -4.564929, -2.973605], [-1.719329, -3.536735, -2.998969], [-1.482701, -2.397847, -2.214616], [-0.378384, -2.264476, -1.538403], [0.562679, -3.206623, -1.536974], [1.780974, -2.885001, -0.831126], [2.035133, -1.700204, -0.429479], [3.156346, -6.011285, -1.084378], [-0.982943, -5.474482, -3.533716], [-2.621133, -3.606274, -3.585119], [-2.193221, -1.592274, -2.100581]],
  "atomic_forces_ev_per_a": [[0.565, 0.063, -0.217], [-0.100, -0.271, -0.226], [-0.038, 0.452, 0.166], [0.448, -0.204, -0.009], [-0.342, 0.606, 0.503], [-0.023, -0.125, -0.022], [0.162, -0.104, -0.064], [0.138, 0.065, -0.021], [-0.540, 0.192, 0.504], [0.237, -0.270, -0.271], [-0.084, -0.072, 0.480], [-0.239, 0.131, -0.032], [0.083, 0.031, 0.098], [-0.080, 0.159, -0.028], [0.021, -0.154, 0.087], [0.096, -0.131, 0.125], [-0.140, -0.040, 0.069], [0.108, 0.007, 0.148], [-0.146, 0.100, -0.087], [0.196, -0.107, 0.165], [-0.225, -0.084, -0.037], [-0.203, -0.002, 0.039], [0.186, -0.165, 0.097], [-0.194, -0.142, -0.080], [0.102, -0.170, -0.087], [-0.005, -0.044, -0.076], [-0.003, -0.043, 0.002], [0.133, 0.129, -0.050], [-0.020, 0.127, -0.135], [0.121, -0.044, 0.033], [0.027, -0.120, -0.053], [0.095, -0.059, -0.031], [-0.021, 0.012, 0.104], [0.006, 0.140, 0.037], [0.059, 0.063, 0.168], [0.044, 0.041, 0.124], [-0.053, -0.051, -0.114], [-0.115, -0.046, -0.169], [-0.197, 0.263, -0.088], [-0.051, 0.048, -0.131], [0.002, -0.010, 0.031], [-0.012, -0.101, 0.051], [-0.055, -0.054, -0.002], [0.049, 0.086, 0.024], [0.132, -0.014, -0.085], [0.035, -0.009, -0.002], [0.046, -0.053, 0.021], [0.010, -0.057, 0.034], [-0.096, -0.026, -0.024], [-0.039, 0.100, 0.045], [-0.018, 0.065, -0.032], [-0.082, 0.003, -0.049], [-0.008, -0.060, -0.068], [0.083, -0.100, 0.033], [-0.103, 0.010, 0.093], [-0.028, 0.027, -0.029], [0.045, 0.005, -0.026], [0.028, -0.064, 0.010], [0.046, -0.106, 0.068], [0.021, 0.064, -0.046], [0.002, 0.049, 0.018], [0.021, 0.014, 0.063], [-0.007, -0.041, 0.038], [0.012, -0.116, 0.029], [0.004, -0.091, -0.070], [-0.116, 0.476, 0.027], [0.027, 0.141, -0.128], [0.012, -0.201, 0.064], [-0.339, 0.604, -0.156], [0.456, -0.485, -0.175], [-0.380, -0.296, 0.439], [0.453, -0.063, -0.767], [-0.623, -0.342, 1.015], [0.452, 0.854, -0.954], [-0.373, -0.469, 0.232], [0.276, -0.122, -0.433], [-0.054, 0.339, 0.062], [-0.193, -0.121, 0.291], [-0.091, -0.270, 0.025], [0.131, 0.308, -0.222], [-0.035, -0.119, 0.030], [-0.239, -0.182, 0.443], [0.325, 0.466, -0.478], [-0.048, 0.050, 0.098], [0.029, -0.031, 0.039], [0.024, -0.176, 0.050], [0.222, 0.050, 0.018], [-0.079, -0.002, 0.094], [0.078, 0.106, 0.015], [0.075, 0.053, -0.095], [0.025, 0.021, -0.044], [-0.004, -0.073, -0.014], [0.037, -0.112, 0.043], [-0.023, 0.013, -0.056], [0.277, 0.083, 0.145], [-0.283, 0.465, 0.153], [-0.387, -0.071, -0.352], [0.412, -0.034, 0.339], [-0.070, -0.304, -0.151], [-0.047, 0.432, 0.198], [-0.128, 0.169, -0.100], [0.181, -0.192, -0.101], [-0.054, -0.028, -0.112], [-0.242, 0.399, 0.025], [0.300, -0.927, -0.109], [0.388, -0.534, -0.201], [-0.183, 0.403, -0.019], [0.069, -0.050, -0.038], [-0.035, -0.013, -0.016], [-0.138, -0.026, -0.050], [-0.183, 0.109, -0.116]],
  "relative_energy_kj_mol": 64.5,
  "total_charge": -1,
  "energy_ev": -175893.8967,
  "homo_energy_ev": -4.8328,
  "lumo_ev": 2.0,
  "orbital_gap_ha": 0.252,
  "max_force_ha_per_bohr": 0.026,
  "multiplicity": 1
}

---

Which formula does entry 1 have? C58H40CuF5N6OP4Se4